Record 1
This record from the Open Molecules 2025 dataset describes C15H35ClN5O5 as an isolated structure in a non-equilibrium geometry. The level of theory is wB97M-V/def2-TZVPD.

Each line ends with the Mulliken charge.
Positions of all 61 atoms, in Å:
H (-1.14757, -3.77653, -0.47517)  0.448
C (-0.66892, -2.35204, 1.00123)  1.542
N (2.62382, 0.03388, -0.33382)  1.020
H (-0.87328, 4.40330, 1.76134)  0.385
H (-0.20782, -2.44867, -1.19399)  -0.535
H (2.71591, 1.46493, -0.54323)  2.276
H (-0.66071, -0.37080, 0.73322)  -1.067
C (1.26848, -1.83808, 0.54643)  -1.369
H (-2.06280, -0.09291, 2.85120)  0.224
O (2.34795, -0.89601, -3.55945)  -0.829
C (2.34601, 2.46331, -0.77667)  -2.840
H (-1.28036, -1.66015, 3.41592)  0.395
H (4.29481, 0.37471, -1.61724)  0.307
H (-5.69118, 0.13791, 1.75303)  0.381
C (-4.07726, -0.68554, 0.64573)  0.599
H (-0.87103, -1.98364, -2.04770)  0.403
H (-1.94505, -2.33599, -0.78579)  0.308
N (-0.93201, -1.07508, 1.40439)  -0.243
N (0.61891, -0.76187, -2.14450)  0.081
H (-1.05841, 0.62711, 0.79114)  0.280
C (2.61776, -1.14824, 0.25759)  0.536
N (1.10199, 2.56428, 0.04863)  -0.145
H (0.16520, -0.33015, -1.35212)  0.779
H (0.87026, -1.97666, -0.45872)  -0.126
O (1.56079, 4.46471, 1.20860)  -0.821
C (-0.57095, 3.38608, 1.51243)  -0.712
Cl (0.16009, 0.45448, -0.10337)  1.051
O (-3.83428, -1.47246, -0.28737)  -0.698
H (2.38590, 1.33402, -1.35080)  0.579
H (0.71730, -2.81878, -2.11050)  0.593
H (-3.61668, 0.73183, 1.89698)  0.405
C (-5.28370, -0.86971, 1.67076)  -1.313
C (0.84296, 3.45612, 0.90500)  0.781
C (1.99631, 1.14029, -2.35020)  -0.395
H (1.80597, 0.51687, -0.67723)  -4.112
H (-0.34915, -0.35125, 3.34763)  0.327
H (-1.83527, -0.15161, -0.41951)  0.680
N (-3.29916, 0.29474, 1.04361)  -0.122
H (2.72201, 1.50435, -3.07747)  0.364
H (3.94942, 1.73018, -0.74469)  0.269
H (-0.11610, -2.14632, -3.62334)  0.424
H (0.44095, 1.80506, -0.03337)  0.368
H (1.50672, -2.79738, 1.00585)  0.708
C (-1.20209, -0.76017, 2.80599)  -1.208
H (2.07690, 2.50618, -1.83206)  0.176
C (-0.97156, -2.70097, -0.45836)  -0.595
H (-4.84905, -1.16901, 2.62449)  0.293
O (-0.48132, -3.21757, 1.81966)  -0.759
C (1.62592, -0.29594, -2.71950)  0.491
H (4.66652, 0.33227, 0.07474)  0.395
H (1.19117, 1.87492, -2.36270)  0.532
C (3.90314, 0.64650, -0.63702)  -1.166
H (-0.45051, 2.69973, 2.35059)  0.148
H (-1.22814, 3.00288, 0.73179)  0.119
C (-2.05166, 0.59638, 0.34324)  -1.013
O (3.62033, -1.90350, 0.36928)  -0.812
H (0.61845, -1.20214, 1.14738)  0.774
C (0.09022, -2.04745, -2.55763)  -1.266
H (3.08983, 3.17089, -0.41040)  0.725
H (-2.21696, 1.41523, -0.35693)  0.634
H (-6.10903, -1.49648, 1.33298)  0.347

Cartesian forces (eV/Å) of the 6 atoms listed first:
H 0.4425 -0.2966 0.0228
C -4.4360 -1.0360 0.5692
N 4.1836 -1.9659 2.3689
H 0.1186 -0.2942 0.3898
H -1.7972 -1.7739 4.3856
H -0.8139 5.4393 4.1964

Summary:
**Highest occupied orbital energy**: -5.4 eV
**Charge**: -1
**Electronic energy**: -46307.7406 eV
**Kohn-Sham gap**: 8.01 eV


Record 2
This record from the Open Molecules 2025 dataset describes a 3-piece molecular cluster, C15H35FO7P overall in a non-equilibrium geometry. The level of theory is wB97M-V/def2-TZVPD.

Each line ends with the Mulliken charge.
Positions of all 59 atoms, in Å:
C (-4.52928, 2.44868, 1.69760)  -0.932
H (0.72860, -2.53085, 4.31729)  0.408
C (0.87718, -0.93886, -1.63314)  -0.125
H (1.08532, -4.82150, 0.52852)  0.218
H (1.92252, -3.53022, 1.36832)  0.349
C (-3.11469, 2.92071, 1.45413)  0.648
C (-3.20074, 4.32440, 3.45554)  -0.439
H (4.31430, 3.27565, -4.81350)  0.296
C (-0.12718, -2.53066, 3.64109)  -0.145
H (4.62734, -0.51269, -5.33347)  0.355
H (-1.15858, -2.63741, 5.55619)  0.305
C (5.73167, 1.66985, -4.63410)  -0.424
H (6.56710, 2.32793, -4.39846)  0.297
H (2.49563, -1.58332, -0.45276)  0.301
H (-2.59655, 5.18636, 3.73882)  0.299
H (-3.69632, -1.09916, -1.31612)  -0.076
O (1.14292, -3.12404, -0.53323)  -0.341
O (4.28219, -0.30411, -2.11282)  -0.480
H (-2.11663, -3.15724, 4.16189)  0.330
H (3.00416, -0.34915, -4.62562)  0.250
H (-3.82396, 3.89442, 5.47538)  0.343
H (-1.00972, 0.66707, -1.82966)  0.242
H (-5.13112, 3.12035, 2.30894)  0.373
H (0.94227, 0.12018, -1.38992)  0.351
O (-2.50098, 2.54251, 0.50668)  -0.493
H (-4.49037, 1.46284, 2.16131)  0.213
C (1.41119, -1.73836, -0.44233)  -0.326
C (4.03060, -0.66060, -4.43561)  -0.991
C (-0.24929, -3.47658, 1.47556)  0.396
H (-0.57649, -2.47837, 1.23061)  -0.331
H (5.09437, 2.82227, -6.34023)  0.344
C (-1.41956, -0.33894, -1.91896)  -0.864
C (-1.38768, -2.44132, 4.51313)  -1.133
H (1.59137, -1.11885, -2.44401)  -0.113
C (4.54232, 0.07232, -3.21712)  0.709
H (-0.05372, -1.62429, 3.04633)  0.187
P (-2.55607, -0.77968, -0.44242)  1.174
H (3.81990, 1.81220, -5.64601)  0.273
O (-0.38404, -1.32924, -2.11114)  -0.358
H (4.03701, -1.72465, -4.21436)  0.337
H (-3.04978, 0.54709, -0.34157)  -0.467
H (-0.98011, -4.17364, 1.08860)  0.263
H (-5.02153, 2.35754, 0.73345)  0.321
H (-2.07083, -2.13647, -0.52529)  -0.236
H (-3.92524, 2.50530, 4.38458)  0.271
H (-1.43275, -0.41036, 0.47482)  -0.460
O (-2.50336, 3.71578, 2.37658)  -0.373
C (1.06329, -3.75332, 0.72690)  -0.586
O (-0.11752, -3.70643, 2.86906)  -0.473
O (5.24237, 1.22035, -3.37332)  -0.370
H (-4.16487, 4.71493, 3.12334)  0.366
H (6.14292, 0.83782, -5.20841)  0.370
C (-3.33874, 3.38773, 4.63898)  -0.935
H (1.06363, -1.32532, 0.50111)  0.272
H (-2.35635, 3.04138, 4.95941)  0.291
F (-3.48068, -1.25391, 0.97726)  -0.490
H (-2.04412, -0.38964, -2.81131)  0.473
C (4.67941, 2.43806, -5.40728)  -0.941
H (-1.83073, -1.45454, 4.46077)  0.277

Cartesian forces (eV/Å) of the 6 atoms listed first:
C -0.2725 0.4220 0.0434
H 0.3111 -0.1355 -0.1064
C 0.2776 -1.0580 -0.3962
H 0.2714 -0.1894 -0.1193
H 0.0955 0.2571 0.0372
C -0.3804 -0.5526 0.0569

Summary:
**Highest occupied orbital energy**: -3.0 eV
**Charge**: -1
**Electronic energy**: -42458.4436 eV
**Kohn-Sham gap**: 5.38 eV


Record 3
This record from the Open Molecules 2025 dataset describes a 2-piece molecular cluster, C15H35N3O4 overall. The level of theory is wB97M-V/def2-TZVPD.

Each line ends with the Mulliken charge.
Positions of all 57 atoms, in Å:
H (2.38082, 2.00919, 2.99942)  0.306
H (-0.50552, 1.26127, 0.17739)  -0.007
H (-1.55349, 0.39120, 2.17171)  0.312
O (-3.00019, 0.07100, -3.14717)  -0.524
H (-3.82888, 1.31592, -1.73502)  0.289
C (-0.14266, 2.68518, 1.73212)  -0.937
H (4.29301, -1.89666, 2.18238)  0.306
H (3.67954, 1.09743, -0.85078)  0.323
C (3.64079, -1.38681, -4.16468)  0.638
H (-0.45668, 3.72744, 1.79425)  0.355
O (4.69218, -0.99014, -3.70171)  -0.619
H (-2.24838, 0.64948, -3.02276)  0.307
H (-4.92862, 0.17691, -2.57062)  0.302
H (-5.38976, -1.31783, 0.72330)  0.349
C (2.37859, -0.55693, -4.12278)  -0.583
N (-2.04244, 1.10303, 1.64315)  -0.394
H (4.08383, 0.65073, 1.95995)  0.509
H (2.62292, -1.31763, 2.36618)  0.160
C (-3.94496, 0.30088, -2.12729)  -0.273
H (2.14610, -0.33191, -3.08276)  -0.009
H (-3.71866, 1.37886, 0.49192)  0.175
H (2.56011, 0.38019, -4.64578)  0.253
C (3.92213, -0.86435, -0.11841)  -0.602
H (2.66985, -2.95886, -5.12293)  0.182
H (-6.45673, -2.39251, 2.35064)  0.239
N (-5.72201, -1.80882, 2.72769)  -0.686
C (1.31405, 2.62650, 1.25065)  -0.670
H (-1.68918, 2.56515, 0.21442)  0.316
H (1.33384, 2.37621, 0.18686)  0.340
O (3.15805, -1.91277, 0.44618)  -0.409
C (-2.79000, -0.40198, -0.19631)  -0.839
H (-1.93254, -0.00662, -0.74670)  0.191
H (-4.05946, -2.18967, 1.45192)  0.256
C (-4.80656, -1.41423, 1.63712)  -0.308
O (-3.86361, -0.63678, -1.09968)  -0.289
H (4.35099, -3.19111, -4.77954)  0.223
H (2.94974, -3.04468, 2.10890)  0.266
H (-3.56466, -0.23985, 2.90596)  0.224
H (-5.22990, -2.37839, 3.40383)  0.246
H (-2.47183, -1.37084, 0.19068)  0.374
C (2.15559, 1.60352, 2.00864)  -0.455
C (3.46605, 1.26135, 1.30021)  -0.990
H (2.19852, 0.38742, -0.25004)  -0.005
C (-1.11358, 1.88708, 0.84582)  -0.204
N (3.52998, -2.61194, -4.74396)  -0.407
C (3.26222, 0.50744, -0.03166)  -0.024
H (4.91367, -0.82082, 0.34733)  0.428
H (1.78464, 3.60834, 1.32953)  0.448
C (-3.18717, 0.53529, 0.94377)  0.649
C (-4.14114, -0.09460, 1.98733)  -0.843
H (1.52455, -1.05846, -4.57606)  0.352
H (1.58195, 0.68690, 2.18007)  0.094
H (-4.91163, 0.63171, 2.23699)  0.219
H (4.00369, 2.19220, 1.11398)  0.433
C (3.26139, -2.03686, 1.84515)  -0.570
H (4.05680, -1.12739, -1.16646)  0.143
H (-0.21536, 2.29164, 2.74765)  0.443

Cartesian forces (eV/Å) of the 6 atoms listed first:
H -0.0627 -0.0453 0.0550
H -0.0282 -0.0022 -0.1155
H 0.0377 -0.0374 0.0223
O -0.1216 -0.0544 -0.0668
H -0.0381 0.0886 0.0074
C 0.0702 0.1440 -0.0573

Summary:
**Highest occupied orbital energy**: -8.7 eV
**Charge**: 0
**SMILES string**: COCCCCCCCN[C@H](CCN)COCO.CC(N)=O
**Electronic energy**: -28782.1701 eV
**Kohn-Sham gap**: 9.14 eV


Record 4
This record from the Open Molecules 2025 dataset describes C15H35N6O3PRhS2 as an isolated structure in a non-equilibrium geometry. The level of theory is wB97M-V/def2-TZVPD.

Each line ends with the Mulliken charge.
Positions of all 63 atoms, in Å:
C (-1.19879, -0.15122, 3.39750)  -0.781
C (-4.50810, -0.97197, -1.61254)  -1.217
H (2.02611, 2.81852, -3.61093)  0.225
H (-4.06729, 1.05953, -1.01752)  0.418
H (-0.71185, -0.41082, -4.39060)  0.416
H (1.85539, -1.11356, -0.60052)  0.245
C (-3.55675, 0.16665, -1.36561)  -0.121
N (-1.16790, 1.69612, 1.71549)  0.293
H (-1.70120, -1.10542, 3.54499)  0.553
H (4.02995, -1.65701, -2.64749)  0.301
H (-0.72833, -4.02100, -1.28401)  0.148
H (2.82682, 2.27785, 3.46761)  0.439
H (-2.73214, -2.97962, -0.16668)  0.132
H (-2.76147, 1.30546, 3.06476)  0.609
H (-5.16581, -0.70901, -2.44147)  0.464
C (4.44615, -0.70603, -2.30842)  -1.308
H (-1.37838, 3.58630, 2.66882)  0.472
H (4.81879, -0.82658, -1.29002)  0.374
H (-0.31504, -2.51735, -3.17481)  0.389
O (-2.62263, -0.16873, -0.25433)  -0.535
H (0.40974, 0.45626, -3.34272)  0.159
N (2.39141, 0.57814, -1.50022)  0.858
H (-2.11671, -3.50592, 1.40735)  0.421
H (1.00074, -0.81302, -4.43855)  0.439
H (5.28584, -0.45538, -2.95299)  0.375
H (-1.77422, 2.12954, 1.02027)  0.284
H (-0.10168, -4.50475, 0.31065)  0.335
O (-1.03731, -1.98119, 0.57419)  -0.226
N (3.36233, 1.27770, -3.32543)  -0.696
C (3.44043, 0.37657, -2.40582)  1.110
H (-1.58534, -5.21386, -0.31922)  0.437
C (0.18334, -0.51612, -3.78012)  -1.110
H (0.86380, -1.76473, -2.11136)  0.303
H (2.19180, -0.06432, 4.28021)  0.578
H (-1.02530, 0.27155, 4.38521)  0.541
C (-1.00178, -4.29428, -0.26597)  -1.052
N (1.57349, 2.16411, 1.74647)  -0.088
H (-0.57006, 2.36328, 3.62040)  0.305
C (1.52558, 0.57819, 3.70521)  -0.613
H (3.15771, 0.95505, 2.36573)  0.344
S (0.45066, -0.52990, 2.70085)  0.011
S (0.24532, 2.21612, -1.15351)  -0.321
C (2.35293, 1.51746, 2.84260)  -0.816
O (-1.13330, -1.20975, -1.85777)  0.025
C (1.65775, 1.64011, -1.91364)  -0.258
H (0.90265, 1.11131, 4.41824)  0.357
H (2.26078, 2.55489, 1.10483)  0.320
H (-2.56482, 0.13689, 1.75922)  -0.123
H (2.89593, -0.18534, 0.25415)  0.292
C (-0.02256, -1.57058, -2.72552)  -0.343
C (0.69238, 3.30077, 2.13867)  -0.823
N (2.27372, 2.04017, -3.01209)  0.438
H (-5.12810, -1.16887, -0.73908)  0.339
H (1.16785, 3.91133, 2.90815)  0.406
H (-3.97368, -1.88076, -1.89194)  0.274
P (-1.16490, -0.72682, -0.36432)  0.760
H (-2.96677, 0.41207, -2.24498)  0.267
C (-2.03003, 0.73833, 2.48509)  -0.411
N (2.06919, -0.15121, -0.34287)  -0.855
C (-1.83343, -3.22994, 0.39527)  -0.126
H (0.56264, 3.92001, 1.25031)  0.401
Rh (0.37026, 0.76455, 0.70046)  -0.360
C (-0.64583, 2.78025, 2.62042)  -0.676

Cartesian forces (eV/Å) of the 6 atoms listed first:
C -0.0202 -0.0508 0.0275
C 0.0622 -0.0362 0.0560
H -0.0007 0.0062 0.0092
H -0.0189 0.0251 0.0334
H -0.0120 -0.0266 -0.0062
H 0.0254 -0.0311 -0.0034

Summary:
**Highest occupied orbital energy**: -18.2 eV
**Charge**: +3
**Electronic energy**: -65151.4008 eV
**Kohn-Sham gap**: 8.45 eV